{
  "formula": "C27H33N3O3S",
  "method": "ωB97M-V/def2-TZVPD",
  "symbols": ["C", "O", "C", "O", "C", "C", "C", "C", "C", "N", "C", "O", "C", "C", "C", "C", "N", "C", "C", "N", "C", "S", "C", "C", "C", "C", "C", "C", "C", "C", "C", "C", "C", "C", "H", "H", "H", "H", "H", "H", "H", "H", "H", "H", "H", "H", "H", "H", "H", "H", "H", "H", "H", "H", "H", "H", "H", "H", "H", "H", "H", "H", "H", "H", "H", "H", "H"],
  "positions_angstrom": [[-4.965, -1.704, -1.098], [-4.409, -0.656, -0.313], [-3.772, 0.329, -0.935], [-3.609, 0.404, -2.126], [-3.222, 1.351, 0.058], [-3.779, 2.753, -0.218], [-5.181, 3.036, 0.339], [-6.230, 2.077, -0.218], [-5.199, 3.020, 1.866], [-1.782, 1.368, -0.089], [-0.964, 0.670, 0.748], [-1.382, 0.078, 1.723], [0.476, 0.764, 0.391], [1.052, 1.983, 0.044], [2.403, 2.083, -0.201], [3.232, 0.957, -0.112], [4.561, 1.078, -0.419], [5.543, 0.084, -0.069], [6.930, 0.618, -0.446], [7.125, 1.898, 0.205], [8.001, -0.428, -0.106], [9.675, 0.126, -0.583], [2.651, -0.266, 0.231], [1.292, -0.370, 0.479], [0.708, -1.681, 0.820], [1.095, -2.322, 1.970], [0.528, -3.549, 2.339], [-0.420, -4.135, 1.550], [-0.824, -3.527, 0.344], [-1.778, -4.128, -0.503], [-2.141, -3.541, -1.682], [-1.560, -2.324, -2.070], [-0.636, -1.715, -1.269], [-0.251, -2.285, -0.037], [-4.592, -2.647, -0.703], [-4.667, -1.583, -2.140], [-6.051, -1.662, -1.011], [-3.427, 1.010, 1.076], [-3.083, 3.473, 0.220], [-3.784, 2.905, -1.301], [-5.440, 4.050, 0.010], [-6.102, 1.084, 0.204], [-7.229, 2.425, 0.036], [-6.156, 2.010, -1.301], [-6.174, 3.334, 2.231], [-5.001, 2.023, 2.249], [-4.449, 3.698, 2.267], [-1.428, 1.683, -0.979], [0.436, 2.869, -0.003], [2.840, 3.037, -0.459], [4.937, 2.017, -0.397], [5.344, -0.841, -0.620], [5.523, -0.147, 1.009], [6.946, 0.805, -1.528], [7.117, 1.785, 1.215], [8.025, 2.290, -0.052], [7.800, -1.380, -0.597], [8.054, -0.587, 0.972], [9.446, 0.157, -1.894], [3.255, -1.158, 0.295], [1.825, -1.856, 2.616], [0.842, -4.019, 3.260], [-0.872, -5.075, 1.835], [-2.212, -5.072, -0.203], [-2.867, -4.013, -2.329], [-1.847, -1.871, -3.007], [-0.176, -0.790, -1.586]],
  "lumo_ev": 0.7,
  "e_tot_ev": -49984.6104,
  "relative_energy_kcal_mol": 4.98,
  "smiles": "COC(=O)[C@H](CC(C)C)NC(=O)c1ccc(NC[C@@H](N)CS)cc1-c1cccc2ccccc12",
  "fmax_ev_per_a": 0.51,
  "charge": 0,
  "homo_lumo_gap_ev": 8.453
}